An isolated molecule of C2H6N2O at a distorted geometry. Source: the Open Molecules 2025 dataset; level of theory: the ωB97M-V functional and the def2-TZVPD basis.

Geometry as XYZ:
```
11
Properties=species:S:1:pos:R:3:forces:R:3:lowdin_charge:R:1
C -0.40511 0.64214 0.03963 1.54 1.56 -0.93 -0.24
C 0.85817 -0.08066 0.30083 0.98 -0.69 -3.44 -0.52
N 1.79687 0.43973 -0.43616 1.28 -0.54 2.43 0.08
N -1.52498 -0.28542 -0.13387 0.10 0.69 -0.41 0.00
H -2.40285 0.16390 0.11126 0.18 -0.14 -0.04 0.07
H -0.09125 -1.61043 0.75624 0.14 0.18 0.21 0.10
H -0.57642 1.37258 0.83154 -0.34 -0.11 0.00 0.11
O 0.85233 -1.35579 0.68636 -0.05 -0.10 1.07 0.07
H 0.38194 1.25127 -0.81979 -3.74 -0.59 1.24 0.18
H 2.71254 0.02981 -0.22710 -0.09 -0.25 -0.33 0.06
H -1.60124 -0.56713 -1.10895 0.00 -0.01 0.19 0.08
```
Forces are in eV/Å.

HOMO energy	-0.34707	Ha
spin multiplicity	1
net charge	0

---

A 2-piece molecular cluster, C2H6N2O overall at a distorted geometry. Source: the Open Molecules 2025 dataset; level of theory: the ωB97M-V functional and the def2-TZVPD basis.

Geometry as XYZ:
```
11
Properties=species:S:1:pos:R:3:forces:R:3:lowdin_charge:R:1
H 0.77469 -0.93188 -3.30899 -1.85 0.62 1.20 0.09
H -1.09334 -1.30189 -2.84228 0.99 -1.15 0.32 0.06
H 0.81332 -0.33289 -1.02274 2.08 -1.74 -0.14 0.03
N 0.35598 -1.24357 -1.23090 -3.48 2.14 -2.25 -0.02
N -0.57015 1.28643 0.42696 -1.08 4.64 -1.60 0.05
H -0.51187 0.91479 -0.53189 0.54 -0.48 1.46 0.06
C -0.23339 0.83137 1.67566 1.69 -2.15 0.47 -0.40
H -0.88707 1.35107 2.44430 1.05 -0.41 -0.36 0.13
O 0.60283 -0.06269 1.92740 -2.62 2.42 -0.59 -0.02
C -0.04308 -1.14809 -2.48630 2.43 -0.03 0.75 -0.13
H -0.76037 2.40262 0.33378 0.24 -3.86 0.75 0.16
```
Forces are in eV/Å.

HOMO energy	-0.33925	Ha
spin multiplicity	1
net charge	0

---

An isolated molecule of C2H6N2O at a distorted geometry. Source: the Open Molecules 2025 dataset; level of theory: the ωB97M-V functional and the def2-TZVPD basis.

Geometry as XYZ:
```
11
Properties=species:S:1:pos:R:3:forces:R:3:lowdin_charge:R:1
H 0.34400 0.40469 -1.94085 -0.41 0.13 -0.08 0.12
H 0.30868 0.73863 1.75560 1.12 -0.27 1.04 0.08
H -1.03569 1.36696 1.07201 -1.43 0.14 -0.07 0.08
N -0.20664 -2.16475 -0.52935 0.44 0.75 0.99 0.09
C -0.03097 1.11430 0.83081 -0.15 1.69 0.16 -0.07
O -0.43073 0.48224 -1.35797 -0.53 0.10 -0.94 0.00
H -1.06176 -1.74239 -0.91382 0.31 -0.39 -0.44 0.05
H 0.40853 2.06001 0.50278 0.48 -0.12 0.30 0.10
H 1.24766 -1.19910 0.64076 1.51 -1.16 1.52 0.10
C 0.37731 -1.19363 0.07544 -1.97 -0.03 -1.90 -0.27
N 0.07961 0.13305 -0.13541 0.62 -0.83 -0.59 -0.29
```
Forces are in eV/Å.

HOMO energy	-0.31854	Ha
spin multiplicity	1
net charge	0

---

A 2-piece molecular cluster, C2H6N2O overall at a distorted geometry. Source: the Open Molecules 2025 dataset; level of theory: the ωB97M-V functional and the def2-TZVPD basis.

Geometry as XYZ:
```
11
Properties=species:S:1:pos:R:3:forces:R:3:lowdin_charge:R:1
N -1.84851 -1.17964 0.70123 -0.80 1.90 -0.47 0.29
H 4.19880 0.18851 -0.92946 0.04 0.95 -0.36 0.07
C -2.35629 -0.06259 0.17074 1.40 1.54 -1.09 -0.12
H 3.62588 -0.94581 0.42403 -0.50 -0.06 -0.74 0.07
H -2.28010 -1.46620 1.61526 0.09 -0.19 -1.17 0.14
N -2.09643 0.61473 -1.06639 -0.45 -6.02 1.77 0.21
H -2.00610 -0.00138 -1.98002 -0.06 1.83 2.30 0.21
H -2.83996 0.62973 0.91505 0.42 -0.53 -0.60 0.17
H -2.65470 1.42415 -1.07222 -0.61 1.49 -0.73 0.10
O 4.27806 0.73570 1.09523 -0.29 0.49 -1.85 -0.01
C 3.97935 0.06280 0.12657 0.75 -1.39 2.94 -0.14
```
Forces are in eV/Å.

HOMO energy (alpha / beta)	-0.45109 / -0.45109	Ha
spin multiplicity	2
net charge	+1
<S²>	0.771

---

C2H6N2O2 as an isolated structure at a distorted geometry. Source: the Open Molecules 2025 dataset; level of theory: the ωB97M-V functional and the def2-TZVPD basis.

Geometry as XYZ:
```
12
Properties=species:S:1:pos:R:3:forces:R:3:lowdin_charge:R:1
H -0.13018 -2.35109 -0.54397 0.04 0.06 -0.19 0.12
O 0.59466 0.64265 0.21067 -1.16 -0.37 -1.55 -0.19
H 1.14006 -1.17806 -1.11335 -0.06 0.10 0.31 0.12
N -1.36851 -0.02507 -1.19864 -1.34 0.78 -0.18 0.00
N -0.57251 -0.31795 -0.08757 2.06 0.48 1.84 -0.06
H 1.25834 1.90367 1.62141 0.00 -0.10 -0.03 0.08
C 0.08380 -1.34003 -0.90080 -0.71 -0.53 -0.94 -0.12
C 0.57290 1.05730 1.55107 -0.47 -0.10 0.39 -0.13
H -0.42704 1.38136 1.85915 0.11 0.00 -0.04 0.08
O -0.73413 -0.96149 -2.06507 0.99 -0.27 0.26 -0.10
H -1.31917 0.93428 -1.55183 0.53 -0.14 0.09 0.13
H 0.90179 0.25443 2.21893 0.01 0.08 0.02 0.08
```
Forces are in eV/Å.

HOMO energy	-0.32106	Ha
spin multiplicity	1
net charge	0

---

An isolated molecule of C2H6N2O2 at a distorted geometry. Source: the Open Molecules 2025 dataset; level of theory: the ωB97M-V functional and the def2-TZVPD basis.

Geometry as XYZ:
```
12
Properties=species:S:1:pos:R:3:forces:R:3:lowdin_charge:R:1
N -1.53780 0.07123 -0.28299 0.59 -0.52 -0.08 0.01
H -3.15428 0.68771 -0.76784 -1.53 0.22 0.22 0.06
H -0.32887 0.92871 -1.56522 0.82 -0.37 0.14 0.15
H 1.68569 -1.43120 1.33001 -0.25 0.65 -0.20 0.08
O -2.36142 0.68147 -1.26946 0.39 -0.35 0.09 -0.09
C 0.74656 -0.87285 1.17243 0.40 1.73 0.26 -0.02
H -0.03979 -1.61700 1.19644 -0.37 0.21 -0.37 0.07
N 0.78187 -0.12815 -0.14387 1.86 -2.48 2.77 -0.20
C -0.34839 0.25453 -0.69564 -2.49 2.38 -1.34 -0.25
O 1.75805 0.90958 -0.13211 -2.14 0.27 2.24 0.03
H 2.22630 0.62609 -0.85736 2.40 -0.53 -2.59 0.06
H 0.57207 -0.11011 2.01560 0.30 -1.20 -1.13 0.11
```
Forces are in eV/Å.

HOMO energy	-0.31764	Ha
spin multiplicity	1
net charge	0

---

A 2-piece molecular cluster, C2H6N2O2 overall at a distorted geometry. Source: the Open Molecules 2025 dataset; level of theory: the ωB97M-V functional and the def2-TZVPD basis.

Geometry as XYZ:
```
12
Properties=species:S:1:pos:R:3:forces:R:3:lowdin_charge:R:1
H 0.68931 -1.47109 1.35158 0.43 -0.53 -0.65 0.05
H -2.98248 -1.15531 -1.79732 -0.08 -0.13 0.01 0.13
O -1.08140 -0.51482 -2.04054 0.05 -0.03 0.05 0.05
H 2.65608 -0.12973 1.04015 -0.07 -0.38 0.83 0.12
H -1.43372 -0.11804 0.34995 0.33 -0.37 -0.56 0.07
H 0.60652 1.62823 -0.02111 0.01 0.34 0.15 0.09
N 1.51284 1.38294 0.34090 0.26 -0.52 -0.10 0.08
O -2.25154 -0.40825 -0.10962 -0.32 0.02 0.53 0.04
H 2.11999 2.08038 0.73193 -0.04 0.10 -0.29 0.09
N 0.61171 -0.67404 0.73103 -0.42 0.26 1.24 0.06
C -2.06498 -0.72031 -1.38802 0.18 0.38 -0.15 -0.42
C 1.61766 0.10003 0.81108 -0.33 0.87 -1.06 -0.35
```
Forces are in eV/Å.

HOMO energy	-0.35013	Ha
spin multiplicity	1
net charge	0

---

A 2-piece molecular cluster, C2H6N2O2S overall at a distorted geometry. Source: the Open Molecules 2025 dataset; level of theory: the ωB97M-V functional and the def2-TZVPD basis.

Geometry as XYZ:
```
13
Properties=species:S:1:pos:R:3:forces:R:3:lowdin_charge:R:1
O -2.01051 -1.29271 -2.69626 -0.62 -0.09 1.84 -0.36
H -1.24903 1.45420 -1.65583 0.44 -1.28 0.72 0.08
H 0.66734 0.50608 2.21426 -1.11 0.23 0.91 0.06
N -1.22319 0.59935 -1.06007 -0.82 1.87 -1.06 -0.22
H 2.43806 0.93034 2.34734 -1.68 -1.57 -1.00 0.14
H -1.10680 0.72874 -0.05151 -0.15 -0.07 -0.89 0.05
N 1.48627 0.61791 -0.71018 0.50 0.20 -0.34 0.12
C 1.61914 0.22800 1.85962 1.84 4.10 -0.47 -0.04
H 1.80781 -0.75608 2.02534 0.63 -2.82 0.73 0.04
S -0.78805 -0.92578 -1.55097 -2.12 0.86 -1.58 0.80
C 1.56292 0.46116 0.41982 0.55 -0.11 0.40 -0.28
O -1.25468 -1.55141 -0.34927 0.41 -2.16 1.79 -0.48
H -2.85712 -1.55820 -2.16845 2.14 0.84 -1.04 0.10
```
Forces are in eV/Å.

HOMO energy	-0.35803	Ha
spin multiplicity	1
net charge	0

---

C2H6N2O3 as an isolated structure at a distorted geometry. Source: the Open Molecules 2025 dataset; level of theory: the ωB97M-V functional and the def2-TZVPD basis.

Geometry as XYZ:
```
13
Properties=species:S:1:pos:R:3:forces:R:3:lowdin_charge:R:1
H -0.46134 -1.08198 -1.31683 -0.02 0.13 -0.03 0.11
C -1.20740 -0.55940 0.65887 0.07 0.11 -0.08 -0.08
H -2.14564 -1.10762 0.59648 -0.02 -0.03 0.04 0.07
O 0.31520 1.73145 0.05919 -0.57 -0.53 -0.14 -0.04
O 2.37768 0.41875 0.80579 0.86 -0.13 0.57 0.10
N 1.79829 -0.29116 0.06472 -3.16 1.94 -1.69 -0.34
H 1.05179 2.32704 -0.14552 -0.14 -0.30 -0.23 0.11
H -0.47189 -1.18703 1.16520 -0.04 0.00 0.00 0.07
O 1.93052 -1.39748 -0.31846 0.67 -1.00 0.09 0.10
H -1.36299 0.34188 1.25163 -0.05 -0.08 0.00 0.07
C -0.72843 -0.19271 -0.74303 -0.52 -0.24 0.73 -0.27
H -1.52188 0.34133 -1.27684 0.12 -0.04 -0.10 0.12
N 0.42609 0.65693 -0.80119 2.80 0.18 0.83 -0.04
```
Forces are in eV/Å.

HOMO energy	-0.34187	Ha
spin multiplicity	1
net charge	0

---

A 2-piece molecular cluster, C2H6N2O3 overall at a distorted geometry. Source: the Open Molecules 2025 dataset; level of theory: the ωB97M-V functional and the def2-TZVPD basis.

Geometry as XYZ:
```
13
Properties=species:S:1:pos:R:3:forces:R:3:lowdin_charge:R:1
O 1.03516 -2.38054 1.77149 0.10 -0.18 0.07 -0.06
H 1.11148 1.80266 1.57292 0.14 -0.47 -0.15 0.14
N -1.35271 -0.50552 -0.60956 1.24 0.61 -0.87 0.18
O -0.83579 1.62705 1.04664 -0.03 0.13 0.85 0.03
H 0.87197 -1.65709 1.15811 -0.09 0.07 0.17 -0.01
C -0.21681 0.08217 -1.12665 0.28 -1.29 0.57 -0.57
H 1.06580 -2.01436 2.66281 -0.05 0.11 -0.25 0.04
C 0.33305 1.35755 0.93186 -0.11 -0.43 -2.21 -0.29
N 0.74963 0.58432 -0.18789 -0.80 0.93 2.10 0.11
H -1.91166 -0.78571 -1.40104 -0.59 -0.07 0.50 0.11
O 0.07041 -0.02644 -2.28847 0.27 0.31 -0.34 0.08
H -1.72843 -0.19286 0.26432 -0.33 0.14 0.01 0.08
H 1.72385 0.35377 -0.29818 -0.03 0.13 -0.45 0.14
```
Forces are in eV/Å.

HOMO energy	-0.38453	Ha
spin multiplicity	1
net charge	0

---

Ordered energy above the lowest of the compared OMol25 structures with the same formula, charge and spin results: 2.7864, 3.9463, 3.6443, 2.8986, 6.6576, 4.9296, 0.9685, 2.1871, 6.8555, 0.7781; unit eV.